69
Properties=species:S:1:pos:R:3:forces:R:3:lowdin_charge:R:1 method="wB97M-V/def2-TZVPD" molar_mass_da=928.609 e_lumo_ha=0.011 orbital_gap_ev=10.556 e_above_lowest_kj_mol=0.0 total_charge=0
C 0.806 -3.349 -3.200 -0.7889 -1.0482 0.2309 -1.10
Cl -0.122 -3.145 -4.686 -0.1799 0.2069 -0.1683 0.50
Cl 1.986 -4.648 -3.381 0.4854 0.0003 -0.1690 0.51
H 1.249 -2.415 -2.921 0.3149 0.2358 -0.0015 -0.08
H 0.138 -3.745 -2.435 -0.0315 0.5452 -0.0545 -0.02
C -0.844 0.032 0.268 0.5074 -0.8820 2.0069 -1.05
Cl 0.880 0.366 0.125 0.3029 0.3118 0.1408 0.52
Cl -1.332 -0.976 -1.084 -0.4360 0.3348 0.0166 0.56
H -0.980 -0.528 1.236 0.1637 0.2023 -1.1384 0.01
H -1.388 0.950 0.444 -0.1936 0.1648 -0.8840 -0.03
C -4.122 -0.484 3.288 0.2927 -1.1700 -0.3069 -0.98
Cl -3.714 -1.578 1.942 -0.2223 -0.2224 -0.1779 0.55
Cl -2.637 0.097 4.001 -0.0149 0.3505 0.3101 0.56
H -4.743 0.280 2.894 -0.1010 0.9405 -0.3001 0.00
H -4.697 -1.084 3.971 0.0973 -0.0891 0.5236 0.02
C 2.832 -1.919 2.539 0.2564 0.7023 -0.6164 -1.06
Cl 3.825 -3.149 3.345 -0.1838 0.1939 -0.1805 0.50
Cl 2.056 -0.808 3.721 0.1410 -0.3276 -0.3277 0.46
H 3.460 -1.282 1.884 -0.2850 -0.5270 0.5813 -0.02
H 2.073 -2.408 1.920 0.1026 0.1059 0.4946 -0.06
C -1.662 3.451 2.585 0.3956 -0.3331 1.6375 -1.01
Cl -2.150 5.067 3.089 0.0709 0.1205 0.2815 0.52
Cl 0.021 2.997 3.099 -0.8868 0.2295 -0.1402 0.49
H -2.369 2.717 2.979 0.3525 0.2021 -0.0809 -0.02
H -1.655 3.482 1.547 0.0582 -0.2635 -1.7771 -0.06
C -0.949 -3.907 1.658 1.1479 -0.4957 -0.1551 -0.93
Cl 0.435 -4.331 0.516 -0.8718 0.2010 0.6491 0.47
Cl -0.314 -3.312 3.210 -0.2724 -0.1069 -0.4256 0.53
H -1.502 -3.122 1.167 -0.2204 -0.0020 -0.0127 -0.06
H -1.501 -4.831 1.847 0.0649 0.3928 -0.1765 0.03
C 4.619 -2.867 -1.481 -0.1773 -0.0328 -0.4361 -1.00
Cl 5.002 -4.521 -1.030 0.4006 -0.1480 0.1130 0.52
Cl 2.984 -2.492 -0.995 -0.5888 0.5126 0.4962 0.54
H 5.261 -2.140 -1.000 0.2988 -0.1720 0.0358 0.03
H 4.638 -2.794 -2.564 0.2401 0.0308 0.0304 0.03
C -2.553 3.696 -1.714 -0.3303 -0.3915 0.9013 -1.03
Cl -0.889 3.258 -1.336 0.2531 -0.0978 0.2486 0.54
Cl -3.156 2.773 -3.071 -0.2562 -0.2592 -0.4998 0.54
H -3.203 3.450 -0.846 0.6012 0.4186 -0.5783 0.01
H -2.538 4.736 -1.981 -0.2600 0.3279 0.0210 0.02
C 3.234 0.844 -2.721 1.0282 1.1517 0.7937 -1.04
Cl 1.959 0.174 -3.688 -0.4025 -0.5330 -0.0937 0.54
Cl 4.789 0.918 -3.677 -0.6030 0.0256 0.4164 0.44
H 2.925 1.890 -2.478 0.5424 -0.9310 -0.1010 0.02
H 3.492 0.280 -1.795 -0.6191 0.2949 -0.8726 -0.02
C -3.188 -5.529 -2.083 0.2731 -0.0104 0.0529 -0.05
C -3.324 -4.177 -1.553 0.3134 -1.1296 0.1348 -0.26
N -3.466 -3.137 -1.110 -0.3049 0.8762 0.3559 0.13
H -3.671 -6.263 -1.409 0.0997 0.4690 -0.5605 0.10
H -2.128 -5.807 -2.202 -0.4173 0.2220 0.0547 0.09
H -3.650 -5.458 -3.067 -0.0672 -0.6299 -0.0318 0.09
C -4.804 0.025 -0.999 -0.5361 0.1127 0.0049 -0.08
C -4.216 0.902 -0.016 1.0863 1.1207 1.9127 -0.30
N -3.774 1.515 0.873 -0.7593 -0.6998 -1.7445 0.17
H -4.742 0.449 -1.990 0.0179 0.2272 -0.2181 0.06
H -5.860 -0.063 -0.707 0.2489 -0.3435 -0.2635 0.10
H -4.276 -0.923 -1.000 -0.1264 -0.2135 0.1514 0.00
C 3.518 2.764 2.492 1.9918 -0.6966 -1.0331 -0.07
C 3.865 1.643 1.548 -1.1007 1.2609 0.8798 -0.26
N 4.104 0.829 0.779 0.2312 -0.3702 -0.1988 0.14
H 4.509 3.142 2.777 -0.2428 0.1452 0.1793 0.08
H 3.032 2.432 3.385 -0.4888 -0.3609 0.2716 0.04
H 3.013 3.570 1.981 -0.3860 -0.0978 -0.2115 0.04
C 2.484 6.895 -0.484 1.3898 -0.1925 1.3967 -0.06
C 2.585 5.432 -0.589 -0.7046 1.6600 -0.1436 -0.27
N 2.766 4.310 -0.659 0.1064 -1.2645 -0.0471 0.15
H 1.538 7.395 -0.594 -0.4923 -0.4229 -0.5407 0.07
H 3.261 7.307 -1.132 -0.3011 0.1793 -0.0075 0.08
H 2.784 7.121 0.566 -0.0240 -0.0117 -0.6486 0.09


61
Properties=species:S:1:pos:R:3:forces:R:3:lowdin_charge:R:1 method="wB97M-V/def2-TZVPD" molar_mass_da=502.846 e_lumo_ha=-0.188 orbital_gap_ev=7.390 total_charge=+1
C 0.573 0.851 4.365 -0.0541 0.8863 0.6327 -0.06
C -0.977 1.056 4.206 0.7373 0.4310 0.7543 -0.16
O -1.603 -0.189 3.737 0.8058 -0.2938 -1.2856 -0.08
C -0.876 -0.816 2.760 0.9686 -1.0452 -0.9721 -0.18
C -0.282 -2.130 3.052 -0.3755 1.0300 -2.6049 -0.07
P -0.395 -3.029 4.680 2.8986 -1.5791 2.2287 0.55
O 0.948 -3.633 4.893 -1.5531 0.7351 -0.8703 -0.26
O -1.537 -4.225 4.615 0.2002 3.0879 -0.4426 -0.11
O -0.669 -2.004 5.960 -1.5457 -1.6064 -2.4051 -0.12
C 0.461 -2.792 1.983 -1.0787 2.3552 -0.4036 0.06
C 0.638 -2.130 0.679 -0.3387 -1.0403 1.4567 -0.09
C 1.457 -2.941 -0.380 -0.4682 0.3274 0.5078 -0.03
C 2.995 -2.880 0.017 -0.3892 -1.0968 0.8273 -0.22
O 3.438 -4.230 0.255 -0.3530 0.6673 -0.0142 -0.01
C 3.926 -2.234 -1.070 1.6899 -0.7135 1.3384 -0.48
F 3.609 -2.607 -2.343 0.1273 1.0231 1.4650 0.14
F 3.962 -0.875 -0.884 -0.5612 -1.3519 -0.9894 0.11
F 5.210 -2.678 -0.818 -1.6790 0.7327 -0.6541 0.12
N 0.105 -0.863 0.431 -0.3847 -0.1297 1.7903 0.05
C 0.319 -0.173 -0.869 -1.2207 1.4415 -1.6840 -0.54
Cl 1.187 1.424 -0.631 -0.2746 -1.2307 0.4277 0.69
C -1.081 0.058 -1.623 -0.1796 -0.0610 -0.4186 -0.20
C -1.151 1.403 -2.441 0.0443 -0.3796 0.2517 -0.13
C -0.657 -0.221 1.437 -0.4603 -0.5576 1.7361 -0.07
F -1.260 1.006 1.268 1.7074 -2.6087 -0.5439 0.09
H 0.821 -0.153 4.813 -0.3189 0.9766 -0.6319 0.08
H 1.156 1.063 3.428 -0.5829 -0.4420 0.7991 0.09
H 0.930 1.602 5.129 -0.3490 -0.6888 -0.8464 0.10
H -1.269 1.886 3.516 0.4201 -0.7047 0.5508 0.12
H -1.423 1.275 5.217 0.2828 -0.5034 -1.1550 0.14
H -2.372 -3.791 4.326 0.1501 -0.8258 0.1795 0.10
H -1.629 -2.098 6.148 0.5576 0.5430 0.4037 0.09
H 0.904 -3.796 2.160 -0.3734 0.9401 -0.2241 0.14
H 1.231 -2.672 -1.439 0.2994 -0.1053 0.9388 0.12
H 1.137 -4.013 -0.250 0.4276 1.1308 -0.1577 0.15
H 3.079 -2.370 1.020 0.1980 0.2150 -1.4606 0.17
H 3.570 -4.361 1.211 0.0978 0.1313 -0.6315 0.12
H 0.954 -0.726 -1.595 -0.2817 0.1454 1.3037 0.10
H -1.199 -0.780 -2.373 0.2563 0.6576 0.9503 0.12
H -1.955 -0.026 -0.919 0.9683 0.1461 -0.5347 0.11
H -1.278 2.279 -1.748 0.1295 -0.9084 -0.8919 0.04
H -0.228 1.485 -3.077 -1.0194 0.1345 0.7542 0.06
H -2.016 1.336 -3.157 0.8612 0.1837 0.9080 0.09
C 0.144 0.730 -7.441 0.0167 0.0600 -0.0861 -0.09
C 0.372 1.079 -5.984 -0.1258 -0.3517 -0.2577 -0.31
O -0.807 0.828 -5.219 0.0298 -0.0783 -0.0611 -0.12
H -0.683 1.314 -7.849 0.0876 0.0444 0.0449 0.08
H 1.039 0.926 -8.034 -0.0444 -0.0511 -0.0121 0.08
H -0.124 -0.324 -7.549 0.1210 -0.0021 -0.0016 0.07
H 0.619 2.136 -5.878 -0.1322 -0.0465 0.1384 0.12
H 1.195 0.489 -5.566 0.1363 0.1033 -0.0778 0.11
H -1.016 -0.110 -5.309 -0.0263 0.1428 -0.1347 0.09
C -2.227 5.246 1.008 -0.0036 -0.0196 0.1719 -0.08
C -2.012 3.963 0.230 -0.0029 0.5589 -0.1714 -0.34
O -2.696 4.027 -1.015 -0.0517 -0.2345 -0.0740 -0.09
H -3.292 5.415 1.180 0.0523 -0.0898 0.0228 0.08
H -1.716 5.210 1.973 0.0015 0.0847 -0.0226 0.07
H -1.855 6.106 0.446 0.1000 -0.0514 0.0625 0.08
H -2.406 3.107 0.780 -0.1002 0.0140 -0.1555 0.10
H -0.945 3.792 0.044 0.0631 -0.0576 0.1859 0.09
H -2.342 4.777 -1.507 -0.1074 -0.0745 0.0455 0.09


59
Properties=species:S:1:pos:R:3:forces:R:3:lowdin_charge:R:1 method="wB97M-V/def2-TZVPD" molar_mass_da=491.995 e_lumo_ha=0.032 orbital_gap_ev=3.261 e_above_lowest_kj_mol=1057.6 total_charge=-1
C 2.599 4.156 2.756 -0.7846 -1.0469 -0.1488 -0.17
C 2.407 3.145 1.438 -0.3847 0.9401 0.6081 -0.27
C 3.727 2.210 1.175 0.4243 0.7514 -0.0881 -0.18
C 3.502 1.048 0.000 1.4777 1.8995 0.8705 -0.21
N 2.114 0.486 0.169 1.5158 -2.7473 -0.6465 -0.23
C 1.278 0.544 -1.084 0.1929 0.5478 -0.7586 -0.18
C 1.539 -0.654 -2.169 -1.5030 0.1015 -1.3159 -0.18
C 0.218 -0.631 -3.195 0.2337 -1.0516 0.9036 -0.17
C -1.002 -1.357 -2.310 -0.6690 0.5318 0.3155 -0.09
C -2.436 -0.525 -2.418 -0.4726 3.8170 -4.6054 -0.20
O -2.659 0.462 -3.308 1.3523 -6.6472 6.3588 0.01
O -3.511 -0.979 -1.484 2.8513 2.5363 -0.1066 -0.10
C -3.732 0.016 -0.415 -3.7162 0.1036 -0.3225 -0.58
C -5.261 0.605 -0.636 -0.0793 0.2749 -1.4645 -0.11
C -5.403 1.663 -1.881 -0.7514 0.8967 0.3672 -0.13
F -5.596 1.017 -3.216 0.6323 1.2623 3.0710 -0.14
O -2.692 1.053 -0.315 1.0012 -1.9702 3.8905 -0.06
C -1.985 0.951 1.004 1.3418 3.9916 6.5567 -0.22
N -1.555 1.297 2.193 -3.7370 -3.1506 -10.6774 0.15
P -3.816 -0.989 1.252 0.6029 -0.0168 1.9679 0.70
O -4.697 -0.015 2.444 1.8808 -1.8438 -0.8914 -0.38
Cl -5.018 -2.692 0.851 0.0901 1.3564 -0.1256 0.18
C 2.078 -0.850 0.864 -2.8085 0.4623 1.7302 -0.91
S 0.857 -1.038 2.083 2.2849 0.2232 -2.5813 0.58
S 3.207 -2.315 0.576 -0.2681 0.6742 -0.3646 0.77
C 2.333 -3.934 0.926 -1.4141 -1.2670 0.5025 -0.51
C 1.235 -4.389 -0.207 -0.6428 -1.2641 0.3945 -0.28
C -0.330 -4.269 0.364 -0.2044 -0.0441 0.2658 -0.15
H 1.510 4.572 3.007 2.2546 -0.6517 -0.6014 0.06
H 2.902 3.475 3.684 -0.3395 1.7268 -2.0366 0.08
H 3.383 5.005 2.570 -1.2611 -1.8584 0.7356 0.05
H 2.169 3.856 0.509 0.6709 -1.6501 1.6862 0.10
H 1.414 2.553 1.653 2.1182 0.7143 -0.5764 0.08
H 4.590 2.950 0.811 -1.7789 -1.6844 0.8306 0.13
H 4.147 1.742 2.187 -1.1892 0.9452 -2.1521 0.13
H 4.379 0.287 0.141 -1.7850 1.0597 -0.4586 0.10
H 3.659 1.615 -1.030 -0.6307 -1.5026 1.9719 0.13
H 0.158 0.652 -0.758 2.0087 -0.5493 -0.7201 0.11
H 1.556 1.572 -1.624 -0.6286 -2.2485 1.2938 0.15
H 2.480 -0.518 -2.851 -1.5557 -0.0177 1.6590 0.12
H 1.563 -1.737 -1.727 0.0934 2.2422 -0.5405 0.07
H -0.058 0.452 -3.546 0.4065 -2.1934 0.7820 0.12
H 0.461 -1.313 -4.125 -0.6323 1.5037 1.8046 0.11
H -1.137 -2.500 -2.605 -0.0054 2.5449 0.4740 0.13
H -0.747 -1.374 -1.144 -0.4951 0.1420 -2.4594 0.12
H -5.931 -0.336 -0.921 1.5241 1.9713 0.7986 0.14
H -5.705 1.135 0.324 1.2112 -1.1551 -1.8785 0.13
H -4.511 2.452 -1.885 -1.7484 -2.0779 -0.4515 0.14
H -6.391 2.298 -1.692 2.0325 -1.5021 -0.5533 0.13
H -4.182 -0.198 3.307 -1.0350 0.4700 -2.0020 0.08
H 1.766 -3.914 1.961 1.2912 0.1846 -2.0211 0.08
H 3.147 -4.800 0.993 -1.3534 2.3482 -0.1893 0.10
H 1.401 -5.559 -0.374 -0.2483 2.5344 0.2030 0.11
H 1.374 -3.891 -1.258 -0.1912 -0.7187 2.1922 0.09
H -1.093 -3.960 -0.474 1.5308 -0.6914 1.5404 0.06
H -0.685 -5.309 0.820 0.8195 2.1921 -1.0885 0.08
H -0.436 -3.482 1.233 0.4255 -1.4408 -1.8290 0.03
O 5.351 4.848 3.563 -1.0125 -0.7152 -0.4409 -0.61
H 6.067 5.410 3.796 1.0570 0.7569 0.3218 -0.24


54
Properties=species:S:1:pos:R:3:forces:R:3:mulliken_spin:R:1 method="wB97M-V/def2-TZVPD" molar_mass_da=559.593 e_lumo_ha="-0.116 / -0.152" orbital_gap_ev="5.860 / 8.279" e_above_lowest_kj_mol=14.9 total_charge=+1 multiplicity=5
Ir 0.106 -0.029 -0.077 -0.0081 0.0147 0.0691 2.21
C -0.683 -2.979 -2.083 0.0165 -0.0034 0.0115 0.02
P -1.257 -1.735 -0.894 -0.0905 -0.0619 -0.0816 0.08
C -2.112 -2.727 0.373 0.0176 0.0009 0.0144 0.04
C -2.622 -0.872 -1.775 0.0317 0.0153 0.0074 -0.02
C -3.043 0.391 -1.017 0.0052 -0.0137 0.0174 0.04
P -1.590 1.474 -0.683 -0.0641 0.0260 -0.0513 0.07
C -1.434 2.440 -2.217 0.0337 -0.0022 -0.0024 0.03
C -2.223 2.699 0.501 0.0218 0.0307 -0.0036 0.02
H -1.500 -3.637 -2.383 -0.0169 0.0100 0.0141 0.01
H 0.107 -3.575 -1.627 0.0020 -0.0020 -0.0118 0.00
H -0.277 -2.484 -2.964 0.0025 -0.0014 0.0133 0.00
H -2.818 -3.421 -0.083 0.0032 0.0043 -0.0174 0.01
H -2.652 -2.077 1.062 0.0115 0.0080 0.0011 0.00
H -1.376 -3.292 0.945 -0.0043 -0.0009 0.0038 0.00
H -3.470 -1.543 -1.926 0.0102 -0.0201 0.0125 0.01
H -2.240 -0.610 -2.767 -0.0009 0.0015 -0.0010 0.00
H -3.476 0.124 -0.047 0.0007 0.0009 -0.0045 0.02
H -3.810 0.942 -1.565 0.0110 0.0177 -0.0048 0.00
H -2.388 2.902 -2.475 -0.0095 -0.0089 0.0157 0.00
H -1.107 1.804 -3.040 -0.0009 0.0033 0.0177 0.00
H -0.688 3.222 -2.078 -0.0054 -0.0090 -0.0018 0.00
H -3.121 3.189 0.122 -0.0025 -0.0091 -0.0124 0.01
H -1.455 3.453 0.674 -0.0087 0.0020 0.0065 0.00
H -2.454 2.223 1.454 -0.0048 -0.0007 -0.0043 0.00
C 2.392 2.015 -2.505 -0.0079 0.0056 -0.0200 0.03
C 2.490 0.507 -2.206 -0.0266 0.0172 -0.0666 0.09
C 1.594 -0.260 -3.183 0.0151 -0.0006 -0.0116 0.12
C 3.945 0.059 -2.405 -0.0363 -0.0055 0.0133 0.05
C 2.080 0.266 -0.787 0.0346 0.0192 0.0676 1.08
H 2.699 2.220 -3.534 -0.0006 0.0019 0.0031 0.02
H 3.038 2.586 -1.837 0.0053 -0.0011 0.0012 0.01
H 1.369 2.371 -2.376 0.0265 -0.0150 -0.0050 -0.02
H 1.869 -0.036 -4.216 -0.0080 -0.0008 -0.0036 0.00
H 0.540 0.012 -3.047 0.0258 -0.0016 0.0059 -0.05
H 1.697 -1.335 -3.028 -0.0116 0.0083 -0.0025 0.00
H 4.271 0.256 -3.428 -0.0029 -0.0009 -0.0056 0.01
H 4.053 -1.010 -2.210 0.0083 0.0010 0.0002 -0.01
H 4.612 0.598 -1.730 -0.0012 -0.0016 -0.0004 -0.01
H 2.844 0.476 -0.035 -0.0333 0.0047 0.0414 0.03
F -0.315 -0.318 6.994 0.0124 -0.0047 -0.0146 0.00
C 0.829 -0.474 6.321 0.0236 0.0135 0.1134 0.00
F 1.693 0.456 6.748 -0.0189 -0.0233 -0.0194 0.00
F 1.335 -1.674 6.633 -0.0116 0.0226 -0.0231 0.00
C 0.621 -0.357 4.830 -0.0072 0.0044 -0.0907 0.01
C 1.706 -0.507 3.981 -0.0144 -0.0139 0.0489 0.03
C 1.501 -0.400 2.621 -0.0181 -0.0055 -0.0637 -0.02
N 0.292 -0.154 2.091 0.1042 -0.0606 0.0707 0.06
C -0.748 -0.017 2.921 -0.0535 0.0316 -0.0839 0.03
C -0.630 -0.108 4.293 0.0226 -0.0309 0.0417 0.01
H 2.696 -0.709 4.364 0.0027 0.0058 0.0011 0.00
H 2.315 -0.519 1.920 0.0194 0.0152 -0.0197 -0.02
H -1.707 0.169 2.455 0.0042 0.0068 0.0121 -0.01
H -1.499 0.009 4.924 -0.0038 0.0060 0.0023 0.00